This record from the OMol25 dataset describes C5H9NOS in the gas phase in a non-equilibrium geometry. The level of theory is the ωB97M-V functional and the def2-TZVPD basis.

Each atom is followed by the atoms it is bonded to, with distances in Å.
Positions of all 17 atoms, in Å:
1 C 0.3916 1.1349 0.7361  S3 1.795, H11 1.073, H14 1.118, C15 1.529
2 C 0.0898 -1.2882 1.1890  N8 1.386, H13 1.182, C15 1.464, H17 1.059
3 S 1.1278 2.0957 2.0620  C1 1.795, H7 1.448
4 O -2.3030 -1.0804 -0.4764  C10 1.272
5 H -1.5806 0.8393 -2.0926  C12 1.217
6 H 0.2856 0.4355 -1.9024  C12 1.153
7 H 2.5212 1.7373 1.9008  S3 1.448
8 N -0.0925 -1.2021 -0.1824  C2 1.386, C10 1.284, C15 1.442
9 H 1.8876 -0.5213 0.0251  C15 1.140
10 C -1.1189 -0.7664 -0.8186  O4 1.272, N8 1.284, C12 1.470
11 H -0.6607 1.1453 0.9460  C1 1.073
12 C -0.7506 -0.0493 -2.0478  H5 1.217, H6 1.153, C10 1.470, H16 1.201
13 H 0.8374 -2.0304 1.7250  C2 1.182
14 H 0.3403 1.6845 -0.2361  C1 1.118
15 C 0.8452 -0.2920 0.4267  C1 1.529, C2 1.464, N8 1.442, H9 1.140
16 H -1.0040 -0.8495 -2.9061  C12 1.201
17 H -0.8161 -0.9929 1.6516  C2 1.059

The value obtained for the total energy is -19700.7417 eV. Its energy above the lowest of the compared OMol25 structures with the same formula, charge and spin is 3.562 eV. Its HOMO energy is -9.53 eV. The value obtained for the strongest force on any atom is 6.665 eV/Å. The LUMO energy comes out at 0.6 eV. As for the charge: 0. For the HOMO-LUMO gap, the calculation gives 10.1 eV. As for the structure (SMILES): CC(=O)N1C[C@@H]1CS.

natural (NBO) atomic charges, in units of e: atom 1 (C): -0.574, atom 2 (C): -0.225, atom 3 (S): -0.007, atom 4 (O): -0.623, atom 5 (H): 0.245, atom 6 (H): 0.228, atom 7 (H): 0.138, atom 8 (N): -0.419, atom 9 (H): 0.225, atom 10 (C): 0.644, atom 11 (H): 0.239, atom 12 (C): -0.719, atom 13 (H): 0.219, atom 14 (H): 0.208, atom 15 (C): -0.079, atom 16 (H): 0.274, atom 17 (H): 0.226